# C2H8N4

A cluster of 2 separate species, C2H8N4 in total at a distorted geometry (ωB97M-V/def2-TZVPD, the Open Molecules 2025 dataset).

Summary:
* charge: 0
* frontier orbital gap: 9.7 eV
* structure (SMILES): C1CNN=N1.N
* E_HOMO: -8.724 eV

Structure (XYZ):
```
14
Properties=species:S:1:pos:R:3:lowdin_charge:R:1
C -0.495 -0.794 0.908 -0.196
C -0.171 -2.207 0.339 -0.153
N -0.482 -0.023 -0.257 -0.083
N 0.332 -1.910 -1.047 -0.015
N 0.121 -0.672 -1.252 -0.058
N 0.605 2.625 -0.431 0.027
H -1.398 -0.729 1.426 0.076
H 0.212 -0.291 1.640 0.126
H 0.561 -2.729 0.796 0.054
H -1.104 -2.749 0.168 0.106
H -0.233 0.954 -0.270 0.037
H 0.191 3.473 -0.224 -0.010
H 0.265 2.154 -1.284 0.039
H 1.594 2.899 -0.511 0.047
```